*one*
Molecular formula: C4H9I2N
Method: DFT, ωB97M-V with the def2-TZVPD basis set

The geometry in XYZ format:
```
16
Properties=species:S:1:pos:R:3:mulliken_charge:R:1
I 0.60694 2.63142 0.24841 0.02
C 0.26486 -0.66577 0.11049 0.33
H 0.61540 -1.66706 -1.73790 0.38
H 1.54172 -0.25647 1.80203 0.35
C -0.71258 0.97975 0.61765 -0.56
H -0.85814 0.89102 1.69254 0.51
H -2.19700 2.03928 -0.25552 0.37
H 0.96168 0.06467 -1.78062 0.30
N -1.84724 1.08591 -0.21219 -0.63
H 2.31941 -0.05421 0.22494 0.32
H -0.71281 -0.50733 -1.78996 0.36
C 0.28201 -0.69024 -1.38903 -1.26
C 1.60318 -0.65040 0.78805 -1.38
H -0.41675 -1.39891 0.53713 0.39
H 1.98413 -1.67018 0.85045 0.39
I -3.43481 -0.13149 0.29353 0.10
```

The LUMO energy comes out at -0.3889 eV. As for the HOMO-LUMO gap: 8.329 eV. Its spin multiplicity is 1.

***

*two*
Molecular formula: C4H9I2N
Method: DFT, ωB97M-V with the def2-TZVPD basis set

The geometry in XYZ format:
```
16
Properties=species:S:1:pos:R:3:mulliken_charge:R:1
I -1.44870 -1.52545 3.77446 -0.01
C -0.31190 0.99984 -1.58287 0.17
H -2.15027 0.31794 -2.46450 0.23
H 0.46180 -0.51460 2.35824 0.42
C -0.22697 -1.25403 2.02371 -0.30
H -0.86226 -2.49493 0.48861 0.27
H -1.65163 2.61809 -1.02719 0.26
C -0.53052 2.31613 -1.03531 -0.93
H -0.22216 2.48264 0.01295 0.26
H 4.40194 -1.37964 2.34797 0.09
I 3.55423 -2.69953 2.33213 -0.09
H 0.74251 0.54028 -1.50970 0.19
N -0.12476 -1.83905 0.94694 -0.36
H -0.00276 2.98611 -1.61918 0.28
C -1.03897 0.17021 -2.40161 -0.79
H -0.58958 -0.72400 -2.64465 0.34
```

The LUMO energy comes out at 0.4200 eV. As for the HOMO-LUMO gap: 9.815 eV. Its spin multiplicity is 1.

***

Most stable pick: *one*. Distance to second place: 20.5 kcal/mol.